Density functional theory data (wB97M-V/def2-TZVPD) for a cluster of 8 separate species, C31H64O23Si in total.

Geometry (Å):
C (-0.919, -0.763, 1.219)
C (-1.370, -1.376, -0.084)
O (-2.036, -2.360, -0.155)
O (-0.999, -0.692, -1.210)
C (0.420, -0.680, -1.462)
C (0.876, -2.015, -2.016)
C (2.323, -2.019, -2.549)
Si (3.596, -0.806, -1.861)
C (4.507, -1.352, -0.301)
C (4.679, -2.870, -0.092)
C (3.532, -3.649, 0.618)
C (2.954, -4.789, -0.252)
C (2.420, -2.758, 1.182)
H (-0.093, -1.348, 1.624)
H (-0.609, 0.273, 1.107)
H (-1.741, -0.831, 1.927)
H (0.577, 0.127, -2.174)
H (0.937, -0.420, -0.533)
H (0.185, -2.271, -2.821)
H (0.757, -2.792, -1.259)
H (2.298, -1.814, -3.623)
H (2.748, -3.020, -2.451)
H (2.988, 0.533, -1.667)
H (4.630, -0.653, -2.917)
H (4.112, -0.868, 0.593)
H (5.507, -0.930, -0.441)
H (5.589, -3.014, 0.495)
H (4.892, -3.337, -1.057)
H (3.989, -4.126, 1.487)
H (3.147, -5.764, 0.197)
H (3.410, -4.819, -1.241)
H (1.872, -4.707, -0.356)
H (2.124, -1.979, 0.480)
H (1.533, -3.354, 1.400)
H (2.722, -2.271, 2.111)
C (-8.717, -1.478, -2.087)
O (-7.507, -1.186, -2.792)
C (-6.399, -1.333, -2.061)
O (-6.365, -1.676, -0.908)
O (-5.353, -1.034, -2.823)
C (-4.081, -1.166, -2.167)
H (-9.517, -1.316, -2.803)
H (-8.720, -2.511, -1.743)
H (-8.832, -0.813, -1.233)
H (-3.913, -2.189, -1.843)
H (-4.034, -0.501, -1.307)
H (-3.340, -0.876, -2.906)
C (4.245, 4.724, -0.535)
O (3.222, 3.802, -0.928)
C (2.036, 4.354, -1.171)
O (1.776, 5.528, -1.089)
O (1.189, 3.387, -1.515)
C (-0.147, 3.827, -1.786)
H (5.133, 4.120, -0.379)
H (4.419, 5.458, -1.318)
H (3.966, 5.232, 0.386)
H (-0.156, 4.542, -2.606)
H (-0.587, 4.280, -0.899)
H (-0.698, 2.931, -2.057)
C (-3.955, 7.962, 3.079)
O (-2.792, 8.435, 2.389)
C (-1.949, 7.476, 2.016)
O (-2.086, 6.296, 2.226)
O (-0.928, 8.036, 1.373)
C (0.065, 7.108, 0.919)
H (-4.533, 8.845, 3.332)
H (-4.543, 7.308, 2.440)
H (-3.672, 7.435, 3.989)
H (-0.368, 6.391, 0.227)
H (0.506, 6.582, 1.764)
H (0.816, 7.696, 0.405)
C (0.608, -7.812, -2.982)
O (1.812, -7.381, -3.624)
C (2.632, -8.373, -3.974)
O (2.434, -9.546, -3.791)
O (3.705, -7.843, -4.556)
C (4.676, -8.803, -4.990)
H (0.053, -6.906, -2.756)
H (0.029, -8.452, -3.645)
H (0.834, -8.349, -2.063)
H (4.244, -9.477, -5.727)
H (5.048, -9.378, -4.144)
H (5.485, -8.230, -5.432)
C (-4.737, 8.229, 9.384)
O (-4.244, 7.792, 8.113)
C (-3.180, 6.994, 8.183)
O (-2.634, 6.634, 9.193)
O (-2.824, 6.663, 6.943)
C (-1.684, 5.800, 6.861)
H (-5.591, 8.861, 9.162)
H (-5.042, 7.377, 9.989)
H (-3.974, 8.795, 9.916)
H (-1.880, 4.860, 7.373)
H (-0.811, 6.279, 7.300)
H (-1.528, 5.628, 5.800)
C (-10.556, 6.681, 3.422)
O (-9.819, 5.473, 3.638)
C (-8.501, 5.602, 3.497)
O (-7.920, 6.619, 3.215)
O (-7.934, 4.418, 3.721)
C (-6.508, 4.425, 3.600)
H (-11.598, 6.415, 3.571)
H (-10.254, 7.445, 4.135)
H (-10.399, 7.048, 2.409)
H (-6.068, 5.112, 4.320)
H (-6.212, 4.715, 2.593)
H (-6.186, 3.409, 3.804)
C (8.840, -9.872, -3.319)
O (8.407, -9.109, -4.452)
C (9.397, -8.573, -5.165)
O (10.572, -8.680, -4.933)
O (8.858, -7.897, -6.180)
C (9.814, -7.261, -7.037)
H (7.931, -10.236, -2.850)
H (9.462, -10.706, -3.637)
H (9.398, -9.244, -2.627)
H (10.473, -8.001, -7.487)
H (10.407, -6.540, -6.479)
H (9.230, -6.760, -7.802)

HOMO level in eV: -10.297
Orbital gap in hartree: 0.39150
Structure (SMILES): CC(=O)OCCC[SiH2]CCC(C)C.COC(=O)OC.COC(=O)OC.COC(=O)OC.COC(=O)OC.COC(=O)OC.COC(=O)OC.COC(=O)OC
Lowest unoccupied orbital energy in eV: 0.4